Entry 1:
This record from the OMol25 dataset describes an isolated molecule of C3H6N4 at a distorted geometry. The level of theory is ωB97M-V with the def2-TZVPD basis set.

Geometry as XYZ:
```
13
Properties=species:S:1:pos:R:3:forces:R:3:nbo_charge:R:1
N -2.099668 -1.520527 0.055517 -0.44 0.65 -1.92 -0.65
N -1.024648 -1.037367 0.694295 0.09 -0.91 1.92 -0.27
C -0.140089 -0.327318 0.195482 1.99 1.42 0.22 0.30
C 0.867208 0.452247 1.149861 -0.74 1.58 -2.62 -0.28
N 1.671152 1.161489 0.021711 -0.57 4.82 2.57 -0.60
C 0.870367 1.115813 -1.100398 -0.51 -3.30 -0.42 0.26
N 0.010827 0.140451 -1.160930 -0.51 1.01 1.46 -0.52
H -2.207023 -2.499933 0.318443 -0.33 0.52 -0.75 0.38
H -2.160883 -1.172905 -0.945673 0.05 -1.46 1.35 0.36
H 0.271818 1.125587 1.813764 0.23 0.02 -0.98 0.20
H 1.614605 0.118046 1.813013 0.59 -1.78 0.45 0.22
H 1.894297 2.255119 0.314271 -0.46 -3.71 -1.04 0.38
H 1.098622 1.521310 -2.057654 0.60 1.13 -0.25 0.20
```
Positions in Å, forces in eV/Å.

Results
HOMO-LUMO gap, Ha: 0.324
Energy above the lowest of the compared OMol25 structures with the same formula, charge and spin, kcal/mol: 63.6
Electronic energy, eV: -9166.0965
E_LUMO, Ha: 0.030
F_max, eV/Å: 5.5
SMILES: N/N=C1/CNC=N1
HOMO, hartree: -0.29432

***

Entry 2:
This record from the OMol25 dataset describes a cluster of 7 separate species, C18H48IO6 in total at a distorted geometry. The level of theory is ωB97M-V with the def2-TZVPD basis set.

Geometry as XYZ:
```
73
Properties=species:S:1:pos:R:3:forces:R:3:mulliken_charge:R:1
I -0.165497 -0.131053 0.519417 0.21 -0.03 0.06 -0.18
C -4.471340 -2.831350 -2.462212 -1.45 -0.99 0.22 -1.70
C -3.161931 -2.124110 -2.305985 -0.36 0.43 -0.76 0.89
C -2.916258 -1.089696 -3.386638 0.58 -0.83 -0.89 -0.86
O -3.189865 -1.496241 -1.062069 -0.21 -0.21 0.64 -0.34
H -4.640097 -3.468046 -3.330683 0.70 0.15 -0.44 0.41
H -5.352610 -2.189893 -2.460683 0.20 0.52 0.17 0.36
H -4.622660 -3.522533 -1.633076 0.09 0.07 0.30 0.36
H -2.380457 -2.882912 -2.346119 0.34 -0.14 -0.02 0.04
H -3.637623 -0.272587 -3.395030 0.23 0.05 0.34 0.33
H -2.970683 -1.587410 -4.354848 -0.26 -0.12 -0.31 0.40
H -1.874484 -0.770977 -3.351763 -0.22 0.62 0.32 -0.07
H -2.282370 -1.325526 -0.799578 0.27 0.40 0.35 0.01
C -2.957150 -3.303447 1.969853 -0.33 -2.25 0.20 -0.89
C -3.551343 -2.190617 2.747676 1.20 2.14 0.08 0.29
C -2.781800 -1.851647 4.002868 0.05 -1.97 1.26 -1.15
O -3.381217 -0.995967 1.996662 -1.56 0.34 -0.63 -0.44
H -1.868945 -3.291940 1.908390 0.03 0.47 -0.19 0.23
H -3.410122 -3.488286 0.995821 0.13 0.67 -0.16 0.09
H -3.185429 -4.231309 2.494320 0.09 -0.36 0.32 0.45
H -4.591325 -2.355584 3.029334 -0.19 0.12 -0.53 0.28
H -1.816081 -1.394782 3.786616 -0.19 0.22 -0.01 0.30
H -2.565413 -2.807571 4.479818 0.30 -0.22 0.47 0.35
H -3.371408 -1.315694 4.746642 0.12 0.48 -0.34 0.31
H -2.432208 -0.951455 1.858862 0.30 0.44 -0.39 0.04
C 1.205832 4.294246 0.355712 0.98 0.68 0.79 -0.99
C 0.219231 4.440068 1.506844 -0.39 -1.05 -1.75 0.82
C -0.518572 5.776075 1.452458 -0.05 -0.01 -0.12 -1.60
O -0.700464 3.370235 1.313020 -1.32 0.96 0.79 -0.50
H 1.580061 3.278846 0.225246 -0.16 -0.12 0.28 0.09
H 2.053060 4.895350 0.685814 0.47 0.26 -0.68 0.38
H 0.819424 4.607990 -0.614000 -0.15 0.23 0.25 0.28
H 0.720158 4.352316 2.470927 0.17 -0.09 0.13 0.18
H -1.248443 5.820817 2.260780 0.01 0.18 -0.02 0.38
H -1.016686 5.983891 0.505458 -0.30 -0.68 -0.12 0.36
H 0.159830 6.628321 1.491680 0.34 -0.11 0.60 0.39
H -0.272492 2.518626 1.198104 0.32 -0.18 0.00 0.08
C 1.463951 -4.069503 -0.519051 -0.09 -0.67 -0.12 -1.22
C 2.229327 -3.137542 -1.445503 0.13 -1.27 0.71 0.65
C 1.537000 -3.007343 -2.767854 -1.06 0.36 -1.08 -1.00
O 2.528953 -1.941385 -0.781304 1.24 0.11 -0.65 -0.40
H 1.981802 -4.231678 0.426263 -0.17 0.70 0.24 0.31
H 1.451899 -5.089321 -0.903665 -0.28 -0.06 -0.54 0.44
H 0.435531 -3.724132 -0.413301 -0.02 -0.02 0.42 0.15
H 3.159002 -3.677634 -1.624676 0.55 0.46 -0.01 0.21
H 2.016973 -2.350587 -3.493384 0.18 0.29 0.34 0.31
H 0.505494 -2.680497 -2.636393 -0.09 0.54 0.17 -0.05
H 1.373021 -3.921204 -3.338888 0.48 -0.59 0.42 0.48
H 1.760321 -1.482692 -0.434290 -0.74 0.05 0.08 -0.01
C 4.198567 2.204180 2.513934 0.22 0.14 -1.31 -1.16
C 3.475857 1.098367 3.225682 0.27 0.50 -0.26 0.73
C 4.018939 1.022966 4.635255 -0.63 -1.21 0.84 -1.50
O 2.103674 1.418742 3.157237 -0.54 0.29 1.28 -0.47
H 3.924133 3.188792 2.892501 0.09 -0.11 0.49 0.30
H 3.829917 2.224143 1.488357 0.28 -0.03 -0.29 0.19
H 5.280696 2.073521 2.510328 0.07 0.08 -0.02 0.40
H 3.558495 0.134985 2.722518 0.67 -0.13 -0.02 0.25
H 3.461457 0.267779 5.189333 -0.52 0.27 0.28 0.38
H 4.014485 1.968620 5.177297 -0.18 0.05 -0.14 0.33
H 5.013537 0.585356 4.721177 0.35 0.37 -0.65 0.40
H 1.745744 1.123701 2.316751 -0.19 -0.28 -0.26 0.02
C 1.455019 2.506087 -2.709892 0.14 0.64 -0.06 -1.16
C 0.323558 1.743339 -3.406184 0.74 -0.46 -0.88 0.56
C 0.814062 0.434163 -4.005812 0.23 -1.09 -0.22 -1.09
O -0.818761 1.505049 -2.621442 0.36 0.62 -0.35 -0.41
H 2.305520 2.633092 -3.379676 0.06 -0.26 -0.25 0.48
H 1.858644 2.086155 -1.788571 -0.32 -0.49 -0.02 0.19
H 1.178005 3.531756 -2.466257 -0.39 -0.05 0.03 0.23
H 0.045795 2.302907 -4.299386 -0.44 0.55 0.24 0.26
H 0.076702 -0.068318 -4.631826 -0.48 0.39 -0.08 0.36
H 1.040142 -0.344647 -3.277504 0.28 0.32 0.44 -0.09
H 1.678553 0.541213 -4.661013 0.26 0.26 0.14 0.51
H -0.448638 1.035424 -1.870400 -0.43 -0.33 0.88 0.04
```
Positions in Å, forces in eV/Å.

Results
HOMO-LUMO gap, Ha: 0.311
Energy above the lowest of the compared OMol25 structures with the same formula, charge and spin, kcal/mol: 24.4
Electronic energy, eV: -39832.3136
E_LUMO, Ha: 0.108
F_max, eV/Å: 2.5
Total charge: -1
HOMO, hartree: -0.20317